# 1
The following is a DFT calculation (wB97M-V/def2-TZVPD) of the molecule C7H14.

## Properties
- F_max: 0.5 eV Å⁻¹
- Energy above the lowest of the compared OMol25 structures with the same formula, charge and spin: 350.7 kJ/mol
- Frontier orbital gap: 8.44 eV
- Highest occupied orbital energy: -7.94 eV

Last column: Löwdin charge in e.
Atoms and positions in Å:
1 C -2.235 1.132 -0.547  -0.158
2 C -1.592 -0.199 -0.654  0.021
3 C 0.997 0.314 -1.383  -0.074
4 C 0.697 -0.857 -0.457  -0.420
5 C 1.901 -1.251 0.385  -0.080
6 C -0.575 -0.529 0.389  -0.410
7 C -0.312 0.446 1.544  -0.085
8 H -1.689 1.953 -0.063  0.071
9 H -2.669 1.469 -1.490  0.065
10 H -3.097 0.903 0.107  0.106
11 H 0.097 0.476 -2.001  0.073
12 H 1.804 0.089 -2.068  0.077
13 H 1.235 1.229 -0.832  0.084
14 H 0.422 -1.705 -1.092  0.132
15 H 2.267 -0.414 0.986  0.075
16 H 1.662 -2.074 1.067  0.082
17 H 2.722 -1.578 -0.262  0.080
18 H -0.896 -1.488 0.819  0.140
19 H -1.241 0.707 2.060  0.077
20 H 0.147 1.380 1.208  0.073
21 H 0.355 -0.001 2.285  0.071

***

# 2
The following is a DFT calculation (wB97M-V/def2-TZVPD) of a structure of composition C21H19FO13Si2.

## Properties
- F_max: 1.2 eV Å⁻¹
- Frontier orbital gap: 8.04 eV
- Highest occupied orbital energy: -9.66 eV

Last column: Löwdin charge in e.
Atoms and positions in Å:
1 C 1.464 0.922 -0.010  0.092
2 C 0.728 1.572 -0.702  -0.241
3 C -0.167 2.409 -1.497  -0.288
4 Si -1.773 2.749 -0.541  0.567
5 O -3.025 2.066 -1.422  -0.387
6 Si -4.108 1.047 -0.711  0.409
7 F -4.364 -0.141 -1.752  -0.187
8 H 2.177 0.262 0.426  0.024
9 H 0.355 3.340 -1.722  0.080
10 H -0.431 1.899 -2.425  0.069
11 H -1.933 4.221 -0.478  -0.025
12 H -1.692 2.246 0.819  -0.030
13 H -3.574 0.424 0.506  -0.018
14 H -5.395 1.719 -0.479  -0.022
15 C 3.862 -0.648 -5.280  0.074
16 C 3.062 -0.458 -4.222  -0.229
17 C 1.572 -0.285 -4.369  -0.302
18 O 0.932 -0.164 -3.342  0.101
19 C 1.000 -0.285 -5.702  0.076
20 C 1.802 -0.465 -6.761  -0.236
21 C 3.288 -0.674 -6.612  -0.316
22 O 3.932 -0.849 -7.631  0.104
23 O 1.363 -0.482 -8.013  0.116
24 O 3.498 -0.401 -2.972  0.104
25 H 4.931 -0.776 -5.187  0.135
26 H -0.067 -0.145 -5.798  0.136
27 H 2.150 -0.634 -8.572  0.120
28 H 2.711 -0.242 -2.408  0.091
29 C -2.308 3.708 4.472  0.077
30 C -2.251 4.030 5.772  -0.235
31 C -2.218 2.981 6.853  -0.314
32 O -2.149 3.366 8.005  0.109
33 C -2.272 1.584 6.464  0.075
34 C -2.331 1.262 5.164  -0.233
35 C -2.341 2.311 4.084  -0.303
36 O -2.380 1.926 2.928  0.053
37 O -2.383 0.010 4.727  0.118
38 O -2.218 5.281 6.210  0.119
39 H -2.330 4.453 3.689  0.136
40 H -2.263 0.839 7.247  0.136
41 H -2.414 0.061 3.752  0.120
42 H -2.176 5.225 7.185  0.122
43 C 0.725 -2.782 0.205  0.079
44 C 2.037 -2.931 -0.012  -0.228
45 C 2.806 -4.118 0.500  -0.312
46 O 3.994 -4.174 0.237  0.111
47 C 2.095 -5.119 1.274  0.074
48 C 0.782 -4.972 1.497  -0.236
49 C 0.009 -3.794 0.964  -0.310
50 O -1.183 -3.750 1.203  0.110
51 O 0.061 -5.840 2.196  0.116
52 O 2.762 -2.047 -0.693  0.085
53 H 0.166 -1.931 -0.162  0.131
54 H 2.658 -5.961 1.651  0.136
55 H -0.853 -5.493 2.198  0.120
56 H 3.676 -2.393 -0.706  0.125

***

# 3
The following is a DFT calculation (wB97M-V/def2-TZVPD) of the molecule C4H7NO.

## Properties
- F_max: 0.5 eV Å⁻¹
- Energy above the lowest of the compared OMol25 structures with the same formula, charge and spin: 99.8 kJ/mol
- Frontier orbital gap: 10.65 eV
- SMILES string: C[C@H]1CN=CO1
- Highest occupied orbital energy: -9.63 eV

Last column: Löwdin charge in e.
Atoms and positions in Å:
1 C -1.186 0.555 0.902  -0.041
2 C -0.140 0.636 -0.209  -0.322
3 C 1.248 0.042 0.153  -0.169
4 N 1.246 -1.299 -0.430  0.062
5 C 0.256 -1.324 -1.215  -0.232
6 O -0.549 -0.225 -1.312  -0.042
7 H -2.072 1.172 0.713  0.079
8 H -1.523 -0.481 1.015  0.088
9 H -0.750 0.881 1.852  0.079
10 H -0.052 1.662 -0.582  0.139
11 H 2.073 0.606 -0.303  0.115
12 H 1.445 -0.019 1.229  0.111
13 H 0.013 -2.192 -1.828  0.133

***

# 4
The following is a DFT calculation (wB97M-V/def2-TZVPD) of the molecule C4H4O3.

## Properties
- F_max: 2.0 eV Å⁻¹
- Energy above the lowest of the compared OMol25 structures with the same formula, charge and spin: 325.4 kJ/mol
- Frontier orbital gap: 9.47 eV
- SMILES string: O=CC1(C=O)CO1
- Highest occupied orbital energy: -9.44 eV

Last column: Löwdin charge in e.
Atoms and positions in Å:
1 O -2.081 1.211 0.088  0.106
2 C -0.898 1.112 -0.036  -0.125
3 C 0.007 -0.251 -0.186  -0.324
4 C 1.205 0.381 -0.781  -0.165
5 O 1.542 1.481 -0.375  0.022
6 C -0.254 -1.276 0.841  -0.048
7 O -0.378 -1.562 -0.542  0.020
8 H -0.034 1.864 -0.013  0.120
9 H 1.589 0.023 -1.745  0.143
10 H 0.521 -1.799 1.402  0.125
11 H -1.220 -1.183 1.346  0.126

***

# 5
The following is a DFT calculation (wB97M-V/def2-TZVPD) of a structure of composition C22H50CdP2Si2.

## Properties
- F_max: 5.3 eV Å⁻¹
- Energy above the lowest of the compared OMol25 structures with the same formula, charge and spin: 0.0 kJ/mol
- Frontier orbital gap (spin up / spin down): 4.97 / 4.98 eV
- Highest occupied orbital energy (spin up / spin down): -4.77 / -4.77 eV

Last column: Löwdin charge in e.
Atoms and positions in Å:
1 P -0.037 -2.369 -3.674  0.765
2 P 0.594 1.458 -3.386  0.884
3 C -0.345 -0.859 -4.674  -0.283
4 C 0.807 0.187 -4.694  -0.282
5 H -1.319 -0.410 -4.348  0.066
6 H -0.531 -1.240 -5.693  0.094
7 H 1.820 -0.263 -4.626  0.084
8 H 0.742 0.777 -5.623  0.083
9 C -0.456 2.661 -4.233  -0.188
10 H -0.670 3.518 -3.593  0.060
11 H -1.399 2.186 -4.510  0.064
12 H 0.037 2.995 -5.149  0.052
13 C 2.128 2.324 -3.143  -0.182
14 H 2.274 2.875 -4.084  0.061
15 H 3.007 1.701 -2.991  0.058
16 H 2.057 3.052 -2.334  0.063
17 C -1.360 -3.534 -4.282  -0.208
18 H -1.224 -4.518 -3.833  0.049
19 H -1.223 -3.621 -5.355  0.021
20 H -2.387 -3.226 -4.095  0.029
21 C 1.322 -3.228 -4.635  -0.194
22 H 2.170 -2.520 -4.686  0.043
23 H 1.042 -3.510 -5.660  0.041
24 H 1.661 -4.129 -4.096  0.060
25 Cd 0.517 -0.330 2.303  1.305
26 C -0.598 0.738 -2.261  -0.477
27 C -1.854 -0.019 -2.405  -0.265
28 C -2.220 -1.343 -1.927  -0.282
29 C -1.248 -2.317 -1.193  -0.180
30 C -0.085 -2.939 -1.993  -0.340
31 C 1.194 -2.217 -2.296  -0.366
32 C 1.558 -0.859 -1.760  -0.223
33 C 0.461 0.121 -1.242  -0.224
34 C 1.308 -2.242 1.814  -0.316
35 H -0.946 1.716 -1.834  0.106
36 H -2.745 0.585 -2.632  0.078
37 H -2.662 -1.884 -2.773  0.063
38 H -3.065 -1.218 -1.230  0.105
39 H -0.856 -1.881 -0.266  0.061
40 H -1.898 -3.129 -0.835  0.110
41 H 0.022 -4.027 -1.888  0.119
42 H 2.106 -2.805 -2.456  0.105
43 H 2.206 -0.389 -2.528  0.070
44 H 2.234 -1.035 -0.897  0.090
45 H -0.108 -0.296 -0.412  0.043
46 H 1.027 0.958 -0.789  0.088
47 H 2.121 -2.458 2.525  -0.055
48 H 1.650 -2.270 0.781  -0.079
49 H 0.489 -2.948 1.965  -0.053
50 C 2.204 2.384 3.520  -0.213
51 Si 0.316 2.524 3.399  0.297
52 C -0.167 3.848 4.662  -0.192
53 C -0.149 3.131 1.681  -0.203
54 C -0.580 0.920 3.642  -0.574
55 Si -0.890 0.204 5.344  0.347
56 C -2.132 1.278 6.280  -0.186
57 C -1.623 -1.525 5.207  -0.207
58 C 0.662 0.083 6.408  -0.188
59 H 2.612 3.405 3.622  0.030
60 H 2.665 1.932 2.626  0.014
61 H 2.523 1.804 4.400  0.016
62 H 0.585 4.652 4.668  0.027
63 H -1.136 4.299 4.401  0.034
64 H -0.238 3.458 5.686  0.012
65 H -0.375 2.307 0.991  -0.002
66 H -1.049 3.759 1.747  0.032
67 H 0.654 3.735 1.238  0.027
68 H -1.583 1.014 3.175  -0.007
69 H -3.144 1.133 5.875  0.033
70 H -2.148 0.987 7.341  0.031
71 H -1.904 2.349 6.227  0.004
72 H -0.852 -2.288 5.029  0.022
73 H -2.147 -1.791 6.138  0.030
74 H -2.353 -1.575 4.387  0.027
75 H 1.189 -0.869 6.239  0.029
76 H 1.367 0.906 6.224  0.011
77 H 0.373 0.119 7.471  0.032

***

# 6
The following is a DFT calculation (wB97M-V/def2-TZVPD) of the molecule C4H5Br.

## Properties
- F_max: 6.1 eV Å⁻¹
- Energy above the lowest of the compared OMol25 structures with the same formula, charge and spin: 121.8 kJ/mol
- Frontier orbital gap: 9.11 eV
- SMILES string: C=C/C=C/Br
- Highest occupied orbital energy: -8.80 eV

Last column: Löwdin charge in e.
Atoms and positions in Å:
1 C -1.206 0.642 0.208  -0.027
2 C -0.960 -0.643 -0.030  -0.144
3 C 0.501 -0.830 0.029  -0.228
4 C 1.206 0.273 -0.358  -0.485
5 Br 3.137 -0.067 -0.036  0.547
6 H -2.295 0.875 0.012  0.077
7 H -0.715 1.574 0.405  0.058
8 H -1.668 -1.419 -0.090  0.089
9 H 0.955 -1.754 0.242  0.067
10 H 1.044 1.348 -0.382  0.047

***

# 7
The following is a DFT calculation (wB97M-V/def2-TZVPD) of a structure of composition C16H15AuCl2O10S.

## Properties
- F_max: 1.6 eV Å⁻¹
- Charge: -2
- Frontier orbital gap: 6.11 eV
- Highest occupied orbital energy: -1.80 eV

Last column: Löwdin charge in e.
Atoms and positions in Å:
1 Au 0.107 0.126 0.142  0.780
2 C 0.236 2.317 3.252  -0.055
3 C -0.892 1.436 3.692  -0.218
4 C -1.208 1.261 5.027  -0.101
5 C -2.262 0.441 5.403  -0.693
6 Cl -2.631 0.230 7.116  0.537
7 C -3.024 -0.209 4.450  -0.148
8 C -2.714 -0.044 3.110  -0.030
9 C -1.642 0.772 2.681  -0.422
10 O 1.075 -1.757 3.054  -0.615
11 C 2.793 -3.250 1.658  -0.615
12 C 3.885 0.183 2.202  -0.459
13 O 3.349 1.102 1.751  0.189
14 O 4.446 -0.723 2.654  0.182
15 H 0.637 2.895 4.088  0.066
16 H -0.097 2.996 2.465  0.077
17 H 1.039 1.717 2.816  0.052
18 H -0.630 1.772 5.789  0.096
19 H -3.853 -0.836 4.753  0.088
20 H -3.321 -0.514 2.346  0.096
21 H 0.679 -2.516 1.198  0.049
22 H 4.154 -4.080 0.714  0.120
23 C -1.013 -5.034 1.312  -0.064
24 C -1.203 -3.964 0.265  -0.311
25 C -0.595 -4.055 -0.983  -0.062
26 C -0.759 -3.056 -1.935  -0.063
27 C -1.550 -1.958 -1.653  -0.288
28 C -2.181 -1.856 -0.414  -0.089
29 C -2.000 -2.849 0.537  -0.055
30 S -1.682 -0.580 -2.791  0.411
31 O -1.117 -1.042 -4.049  -0.377
32 O -3.105 -0.281 -2.843  -0.368
33 O -0.887 0.491 -2.164  -0.425
34 H -0.150 -5.661 1.079  0.066
35 H -1.891 -5.683 1.378  0.069
36 H -0.856 -4.593 2.299  0.078
37 H 0.049 -4.902 -1.199  0.101
38 H -0.255 -3.101 -2.892  0.105
39 H -2.797 -0.993 -0.199  0.107
40 H -2.443 -2.735 1.520  0.105
41 O 3.535 -3.351 0.551  0.068
42 Cl 1.654 -1.704 1.599  0.896
43 O 1.711 -1.341 -0.062  -0.742
44 O 2.849 -3.961 2.608  0.082
45 O -1.407 0.977 1.429  -0.222

***

# 8
The following is a DFT calculation (wB97M-V/def2-TZVPD) of the ion C5H4NO with charge +1.

## Properties
- F_max: 6.7 eV Å⁻¹
- Energy above the lowest of the compared OMol25 structures with the same formula, charge and spin: 660.4 kJ/mol
- Charge: +1
- Frontier orbital gap: 8.30 eV
- Highest occupied orbital energy: -15.62 eV

Last column: Löwdin charge in e.
Atoms and positions in Å:
1 C -0.945 -0.941 -0.074  -0.081
2 C -0.920 -2.314 -0.051  0.371
3 C 0.883 0.557 -0.093  0.063
4 C -0.155 1.339 -0.135  -0.029
5 C 0.629 -0.871 0.008  -0.177
6 N -1.309 0.733 -0.019  -0.094
7 O -2.377 1.128 0.029  0.282
8 H 1.975 0.754 -0.024  0.180
9 H -0.082 2.413 0.006  0.181
10 H 1.168 -1.192 0.931  0.174
11 H 1.134 -1.607 -0.577  0.130